Below is a 2-piece molecular cluster, C16H23BrN2O10P3S overall in a non-equilibrium geometry, with properties calculated with ωB97M-V/def2-TZVPD.

Bonds (Å) are listed after each position.
Atoms and positions in Å:
1 C -0.6079 -4.3967 -1.6037  C2 1.522, H28 1.079, H29 1.082, H30 1.084
2 C -0.9260 -3.1347 -2.3923  C1 1.522, Br3 1.939, C4 1.529, H31 1.080
3 Br 0.6956 -2.3825 -3.1436  C2 1.939
4 C -1.7220 -2.0530 -1.6605  C2 1.529, C5 1.504, H32 1.082, H33 1.087
5 C -1.0519 -1.5078 -0.4291  C4 1.504, C6 1.373, C24 1.403
6 C 0.0104 -0.6533 -0.5938  C5 1.373, N7 1.339, H34 1.078
7 N 0.6820 -0.1227 0.4356  C6 1.339, C8 1.493, C13 1.360
8 C 1.8496 0.6999 -0.0004  N7 1.493, P9 1.838, H35 1.082, H36 1.085
9 P 1.8200 2.5307 0.1573  C8 1.838, O10 1.460, O11 1.587, O12 1.576
10 O 2.2422 3.0995 -1.1198  P9 1.460
11 O 2.8303 2.9550 1.3054  P9 1.587, H37 0.963
12 O 0.3527 2.9580 0.5407  P9 1.576, H38 0.971
13 C 0.3337 -0.3818 1.7241  N7 1.360, C14 1.498, C19 1.409
14 C 1.1433 0.1998 2.8418  C13 1.498, P15 1.825, H39 1.080, H40 1.082
15 P 0.2807 1.4321 3.8753  C14 1.825, O16 1.465, O17 1.580, O18 1.578
16 O 0.1517 0.9255 5.2442  P15 1.465
17 O 1.1232 2.7668 3.8149  P15 1.580, H41 0.965
18 O -1.0880 1.7437 3.1542  P15 1.578, H42 0.971
19 C -0.7424 -1.2518 1.9920  C13 1.409, P20 1.859, C24 1.412
20 P -1.3380 -1.6589 3.7050  C19 1.859, O21 1.573, O22 1.573, S23 1.911
21 O -0.1128 -1.5759 4.6881  P20 1.573, H43 0.986
22 O -1.7590 -3.1745 3.7373  P20 1.573, H44 0.972
23 S -2.8511 -0.5972 4.1905  P20 1.911
24 C -1.4199 -1.8162 0.8894  C5 1.403, C19 1.412, C25 1.509
25 C -2.5977 -2.7499 1.0297  C24 1.509, O26 1.183, O27 1.327
26 O -2.4354 -3.9140 1.1616  C25 1.183
27 O -3.8122 -2.2180 0.9678  C25 1.327, H45 0.967
28 H -1.3257 -4.5803 -0.8196  C1 1.079
29 H 0.4025 -4.3993 -1.2155  C1 1.082
30 H -0.6639 -5.2374 -2.2854  C1 1.084
31 H -1.5228 -3.4253 -3.2447  C2 1.080
32 H -2.7284 -2.3991 -1.4658  C4 1.082
33 H -1.8281 -1.2077 -2.3364  C4 1.087
34 H 0.3349 -0.3927 -1.5880  C6 1.078
35 H 1.9945 0.5215 -1.0580  C8 1.082
36 H 2.7388 0.3373 0.5043  C8 1.085
37 H 3.5660 2.3411 1.4053  O11 0.963
38 H 0.2984 3.9154 0.3881  O12 0.971
39 H 1.4640 -0.5937 3.5012  C14 1.080
40 H 2.0260 0.7061 2.4737  C14 1.082
41 H 0.5282 3.5126 3.6680  O17 0.965
42 H -1.7554 1.8830 3.8461  O18 0.971
43 H -0.1282 -0.6992 5.1396  O21 0.986
44 H -1.1189 -3.7457 3.2810  O22 0.972
45 H -3.7661 -1.3396 0.5663  O27 0.967
46 N 1.2684 1.4178 -3.1371  C47 1.335, C51 1.333
47 C 0.2379 1.3856 -3.9858  N46 1.335, C48 1.383, H52 1.086
48 C -0.0831 2.4162 -4.8503  C47 1.383, C49 1.386, H53 1.081
49 C 0.7110 3.5525 -4.8381  C48 1.386, C50 1.384, H54 1.082
50 C 1.7856 3.6050 -3.9675  C49 1.384, C51 1.386, H55 1.081
51 C 2.0224 2.5174 -3.1416  N46 1.333, C50 1.386, H56 1.082
52 H -0.3570 0.4776 -3.9633  C47 1.086
53 H -0.9301 2.3302 -5.5163  C48 1.081
54 H 0.4953 4.3821 -5.4984  C49 1.082
55 H 2.4300 4.4713 -3.9251  C50 1.081
56 H 2.8528 2.5249 -2.4487  C51 1.082

Properties
- multiplicity = 1
- total charge = +1
- energy (eV) = -149164.4732